No. 1
# C12H19Cl3O3Pt

A structure of composition C12H19Cl3O3Pt (wB97M-V/def2-TZVPD, OMol25).

The geometry in XYZ format:
```
38
Properties=species:S:1:pos:R:3
Pt 0.01 -1.31 0.87
Cl -2.27 -0.91 1.19
Cl 0.44 0.01 2.77
Cl 2.25 -1.79 0.61
O 2.56 -2.47 -2.13
O -0.61 -3.27 -0.45
O -0.41 -3.22 1.77
C -2.15 2.84 0.69
C -0.92 1.09 -0.76
C -0.96 2.12 0.21
C -1.15 -5.28 0.88
C 0.47 0.64 -0.87
C -0.68 -3.85 0.68
C 2.73 1.68 -0.09
C 0.77 3.49 1.55
C 0.98 -0.16 -1.98
C -2.05 0.64 -1.58
C 0.38 2.40 0.62
C 1.26 1.55 -0.07
H -3.06 2.38 0.30
H 0.85 4.48 1.03
H 1.16 0.53 -2.81
H 0.03 3.61 2.35
H -2.15 3.89 0.36
H -2.18 2.83 1.79
H 1.88 -0.75 -1.77
H -0.92 -5.58 1.91
H 0.24 -0.88 -2.30
H 3.19 0.89 -0.69
H -1.76 -0.23 -2.15
H -2.23 -5.42 0.71
H 2.33 -3.42 -2.00
H 1.76 3.29 2.01
H 2.99 2.65 -0.55
H -0.64 -5.95 0.19
H -2.38 1.41 -2.28
H 3.14 1.66 0.94
H -2.90 0.41 -0.95
```

Summary:
HOMO-LUMO gap (spin up / spin down) ... 0.1540 / 0.2022 Eh
HOMO level (spin up / spin down) ... 0.91 / -0.97 eV
Net charge ... -2
2S+1 ... 5

Results of the Mulliken charge analysis, in e, for atoms 1 through 2:
1 Pt 0.79
2 Cl -0.69

---

No. 2
# C12H19ClNO

A structure of composition C12H19ClNO (wB97M-V/def2-TZVPD, OMol25).

The geometry in XYZ format:
```
34
Properties=species:S:1:pos:R:3
Cl 0.85 -4.72 -0.70
O 0.15 0.69 1.31
N -1.95 2.07 0.50
C 2.90 -2.38 -2.30
C 0.68 -3.07 -0.15
C 2.98 -2.39 -0.85
C -3.01 1.49 0.03
C 0.49 -0.34 0.71
C 1.58 -0.78 0.26
C -0.51 -1.39 1.07
C -2.23 3.24 1.48
C -0.25 -2.70 0.71
C 0.61 2.04 0.43
C -0.82 2.20 -0.20
C 1.62 -2.05 -0.16
H -1.22 -3.35 0.72
H -2.66 4.00 0.76
H 2.51 -0.20 0.27
H -0.93 3.16 -0.88
H 3.35 -3.50 -0.55
H -2.80 0.57 -0.47
H 0.59 2.70 1.26
H -1.66 -1.26 1.62
H -0.89 1.56 -1.06
H 2.21 -3.03 -2.80
H -1.36 3.63 1.79
H -4.08 1.44 0.63
H 2.65 -1.40 -2.82
H -1.53 1.26 1.47
H -2.99 2.94 2.25
H -3.30 2.35 -0.82
H 3.78 -2.70 -2.85
H 3.74 -1.91 -0.56
H 1.50 1.84 -0.12
```

Summary:
HOMO-LUMO gap ... 0.2994 Eh
HOMO level ... -11.33 eV
ΔE to the lowest compared entry with this formula, charge and spin ... 214.0 kcal/mol
Net charge ... +1
2S+1 ... 1

Results of the Mulliken charge analysis, in e, for atoms 1 through 2:
1 Cl -0.15
2 O -0.60

---

No. 3
# C12H19FeIN5O3

A structure of composition C12H19FeIN5O3 (wB97M-V/def2-TZVPD, OMol25).

The geometry in XYZ format:
```
41
Properties=species:S:1:pos:R:3
I -3.74 -0.27 -0.62
Fe -1.01 0.20 -0.69
O 0.93 -1.61 0.72
O 0.09 0.76 -3.37
O 0.94 0.19 1.99
N 0.35 -0.60 1.22
N -1.72 0.26 2.37
N 2.23 1.06 -0.89
N -1.88 -1.81 1.58
N 1.78 -0.89 -1.75
C -1.78 -2.91 0.64
C -3.05 -1.49 2.27
C 1.20 0.34 -1.42
C -2.85 -0.31 2.90
C -1.21 1.53 2.81
C 0.12 1.19 -2.17
C 3.38 0.33 -0.86
C 2.24 2.42 -0.44
C 3.09 -0.88 -1.36
C 1.22 -2.09 -2.29
C -1.17 -0.60 1.43
C -0.23 2.66 -2.02
H 0.11 2.88 -3.07
H -2.48 -3.68 1.00
H 3.66 -1.78 -1.44
H 3.27 2.86 -0.51
H 4.32 0.68 -0.50
H -1.99 -2.58 -0.39
H 0.92 -2.73 -1.45
H 0.18 2.83 -1.00
H 1.93 2.37 0.63
H -0.20 1.69 2.44
H -1.93 2.21 2.37
H 1.53 3.04 -1.04
H -3.90 -2.16 2.43
H -1.22 1.54 3.91
H 2.05 -2.65 -2.73
H -1.34 2.96 -1.97
H -3.48 0.28 3.61
H 0.40 -1.97 -3.02
H -0.77 -3.30 0.68
```

Summary:
HOMO-LUMO gap (spin up / spin down) ... 0.1168 / 0.1070 Eh
HOMO level (spin up / spin down) ... 1.77 / 1.90 eV
Net charge ... -2
2S+1 ... 6

Results of the Mulliken charge analysis, in e, for atoms 1 through 2:
1 I -0.55
2 Fe -0.32

---

No. 4
# C12H19N3O2S

An isolated molecule of C12H19N3O2S (wB97M-V/def2-TZVPD, OMol25).

The geometry in XYZ format:
```
37
Properties=species:S:1:pos:R:3
S -0.16 0.04 -0.39
O 2.05 -1.41 -0.16
O 4.83 0.47 1.07
N -0.68 2.49 0.17
N 2.30 0.72 0.58
N 0.59 2.32 0.52
C 5.78 0.82 0.06
C -1.24 1.44 -0.32
C 2.74 -0.54 0.33
C 5.50 -0.10 -1.13
C -3.45 0.39 0.12
C 4.21 -0.76 0.73
C -5.37 -2.06 0.50
C -2.65 1.36 -0.75
C 4.99 -1.36 -0.44
C -5.76 -0.59 0.57
C -4.90 0.30 -0.34
C 1.02 1.13 0.30
H 2.95 1.38 0.99
H 6.39 -0.27 -1.74
H -4.37 -2.22 0.89
H -4.94 -0.09 -1.36
H -2.98 -0.60 0.06
H -6.06 -2.66 1.09
H -3.08 2.37 -0.69
H 5.83 -1.96 -0.07
H -2.69 1.03 -1.80
H 4.21 -1.41 1.61
H -3.41 0.72 1.15
H 4.72 0.33 -1.76
H 5.66 1.88 -0.17
H 4.36 -1.98 -1.07
H 6.79 0.65 0.46
H -6.80 -0.48 0.27
H -5.67 -0.24 1.60
H -5.41 -2.42 -0.53
H -5.33 1.30 -0.35
```

Summary:
HOMO-LUMO gap ... 0.3545 Eh
HOMO level ... -8.95 eV
SMILES ... CCCCCc1nnc(NC(=O)[C@H]2CCCO2)s1
ΔE to the lowest compared entry with this formula, charge and spin ... 0.0 kcal/mol
2S+1 ... 1

Results of the Mulliken charge analysis, in e, for atoms 1 through 2:
1 S -0.08
2 O -0.68

---

No. 5
# C12H19NO

A cluster of 2 separate species, C12H19NO in total (wB97M-V/def2-TZVPD, OMol25).

The geometry in XYZ format:
```
33
Properties=species:S:1:pos:R:3
O 1.53 1.99 1.57
N -0.05 1.04 3.08
C 0.90 -1.00 4.40
C -0.80 0.68 -4.29
C 1.10 -0.45 1.49
C -1.48 0.85 -3.06
C -1.28 -1.37 -2.40
C -0.35 -0.64 -4.45
C -1.80 -0.11 -2.13
C 0.96 0.97 2.00
C 0.77 0.49 4.28
C -0.37 2.25 3.56
C -0.54 -1.67 -3.57
C 0.49 -2.86 -3.47
H -0.89 1.47 -4.99
H 0.39 2.98 3.76
H 1.52 -1.67 3.93
H 0.24 0.71 5.15
H 1.08 -2.83 -4.35
H -2.11 0.20 -1.12
H 1.44 -0.37 0.43
H 1.66 0.99 4.41
H -1.29 2.24 4.36
H 1.90 -1.05 1.80
H 0.40 -0.85 -5.24
H 1.21 -1.02 5.46
H 0.16 -1.23 1.64
H -0.11 -1.65 4.18
H -0.08 -3.66 -3.43
H -1.90 1.85 -2.89
H -0.80 2.82 2.61
H -1.48 -2.13 -1.56
H 1.11 -2.85 -2.47
```

Summary:
HOMO-LUMO gap ... 0.3566 Eh
HOMO level ... -8.99 eV
SMILES ... CCN(C)C(C)=O.Cc1ccccc1
ΔE to the lowest compared entry with this formula, charge and spin ... 108.5 kcal/mol
2S+1 ... 1

Results of the Mulliken charge analysis, in e, for atoms 1 through 2:
1 O -0.59
2 N -0.03

---

No. 6
# C12H19NO2

An isolated molecule of C12H19NO2 (wB97M-V/def2-TZVPD, OMol25).

The geometry in XYZ format:
```
34
Properties=species:S:1:pos:R:3
O -1.47 -1.46 -0.22
O 0.40 0.88 0.10
N 2.01 2.59 -1.80
C -0.27 -1.99 -0.69
C -2.34 -0.87 1.96
C -0.09 -3.32 0.34
C -0.41 0.25 1.02
C 1.03 1.55 -1.95
C -0.23 1.60 -0.97
C -2.35 0.01 2.99
C -0.18 1.03 2.19
C 2.80 2.63 -0.61
C -1.11 0.84 3.12
C -1.34 -0.70 0.89
C -0.42 -2.35 -2.13
H 2.14 2.89 0.33
H 0.25 -3.23 -2.33
H 3.66 3.42 -0.76
H 1.57 0.48 -1.83
H 0.74 1.57 2.27
H 0.75 1.38 -3.12
H -1.46 -2.73 -2.10
H -1.23 1.19 -1.43
H -3.17 0.22 3.86
H 1.51 3.56 -2.35
H -0.54 -2.73 1.37
H -0.41 2.61 -0.65
H -0.12 -1.57 -2.83
H -2.97 -1.62 1.73
H -0.66 1.33 4.10
H 3.21 1.62 -0.54
H -0.81 -3.87 -0.01
H 0.57 -1.35 -0.48
H 0.96 -3.88 0.54
```

Summary:
HOMO-LUMO gap ... 0.3391 Eh
HOMO level ... -8.34 eV
SMILES ... CNCCOc1ccccc1OC(C)C
ΔE to the lowest compared entry with this formula, charge and spin ... 156.7 kcal/mol
2S+1 ... 1

Results of the Mulliken charge analysis, in e, for atoms 1 through 2:
1 O -0.44
2 O -0.20

---

No. 7
# C12H20BBaF9O2Si

A structure of composition C12H20BBaF9O2Si (wB97M-V/def2-TZVPD, OMol25).

The geometry in XYZ format:
```
46
Properties=species:S:1:pos:R:3
Ba -3.39 -0.98 -1.42
Si 0.34 1.38 -0.17
F -1.01 -0.19 4.76
F -0.91 1.98 2.93
F 0.77 -0.71 2.55
F 0.81 3.63 1.25
F 0.78 0.88 5.83
F 1.02 2.76 3.71
F 0.93 -1.24 5.13
F 2.48 2.11 1.31
F 2.40 0.44 3.61
O -1.21 -1.17 -0.15
O 0.25 2.56 -1.41
C -2.73 0.89 0.55
C 1.29 -0.65 -2.11
C 1.01 0.41 3.38
C 0.37 0.03 4.82
C 0.39 -3.86 -0.49
C 1.07 2.22 1.39
C 0.50 1.80 2.80
C 1.84 -2.16 -1.99
C -1.04 2.70 -2.05
C 1.70 0.13 -0.77
C 0.64 -3.22 -1.96
C -1.32 1.60 -3.23
B -1.24 0.29 0.09
H 1.85 -0.58 0.13
H -1.00 3.70 -2.62
H -0.39 1.48 -3.88
H -1.93 2.81 -1.34
H -0.36 -2.73 -2.26
H -3.57 0.63 -0.22
H -2.13 2.06 -3.89
H 0.69 -3.14 0.35
H 2.56 -2.37 -2.86
H -2.15 -1.40 -0.36
H 2.66 0.73 -0.96
H -3.00 0.56 1.62
H -1.74 0.60 -2.84
H 2.46 -2.30 -1.05
H -2.70 2.04 0.59
H 0.17 -0.64 -2.34
H 0.89 -4.87 -0.37
H 1.81 -0.14 -2.99
H -0.74 -4.01 -0.39
H 0.89 -4.06 -2.69
```

Summary:
HOMO-LUMO gap ... 0.2442 Eh
HOMO level ... -15.69 eV
Net charge ... +2
2S+1 ... 1

Results of the Mulliken charge analysis, in e, for atoms 1 through 2:
1 Ba 1.85
2 Si -0.37